No. 1
The following is a DFT calculation (ωB97M-V/def2-TZVPD) of a structure of composition C4H6O2Rh.

As for the expectation value of S²: 8.764. As for the calculated total energy: -11337.530 eV. Its spin multiplicity is 6. The HOMO energy (alpha / beta) is -6.7 / -8.9 eV. Its total charge is 0. The calculation puts the HOMO-LUMO gap (alpha / beta) at 6.24 / 7.60 eV.

Structure (XYZ):
```
13
C4H6O2Rh, DFT ωB97M-V/def2-TZVPD
O -1.623 2.236 -2.336
C -1.361 1.007 -2.023
H -1.211 2.531 -3.259
H -0.649 0.602 -2.799
C -0.581 0.060 0.558
C 0.283 -0.984 0.572
C 1.430 -1.091 1.562
O 1.410 -0.135 2.560
Rh -0.195 0.884 2.507
H 0.210 -1.835 -0.127
H -1.490 -0.089 -0.174
H 2.381 -1.062 0.980
H 1.396 -2.124 1.979
```

No. 2
The following is a DFT calculation (ωB97M-V/def2-TZVPD) of an isolated molecule of C4H6O2S.

As for the energy above the lowest of the compared OMol25 structures with the same formula, charge and spin: 86.1 kcal per mole. As for the calculated total energy: -19171.571 eV. The HOMO energy is -9.0 eV. Its total charge is 0. The SMILES is O[C@@H]1[C@H]2OCS[C@@H]12. The calculation puts the HOMO-LUMO gap at 9.76 eV.

Structure (XYZ):
```
13
C4H6O2S, DFT ωB97M-V/def2-TZVPD
C -1.201 -0.537 0.725
C -0.237 0.360 -0.035
C 2.064 0.551 -0.092
C -0.107 -1.024 -0.214
H -2.822 0.504 -0.243
H -1.064 -0.520 1.758
H -0.867 1.018 -0.682
H 1.964 0.926 -1.216
H 2.960 0.906 0.382
H -0.722 -1.499 -1.117
O -2.477 -0.469 0.000
O 0.814 1.122 0.502
S 1.695 -1.336 0.232
```

No. 3
The following is a DFT calculation (ωB97M-V/def2-TZVPD) of a cluster of 2 separate species, C4H6O2S in total.

As for the energy above the lowest of the compared OMol25 structures with the same formula, charge and spin: 158.6 kcal per mole. As for the calculated total energy: -19168.431 eV. The HOMO energy (alpha / beta) is -8.7 / -8.9 eV. Its total charge is 0. The calculation puts the HOMO-LUMO gap (alpha / beta) at 8.11 / 8.31 eV.

Structure (XYZ):
```
13
C4H6O2S, DFT ωB97M-V/def2-TZVPD
C -0.474 -1.049 -1.291
C -0.248 0.250 -1.113
C -0.628 2.500 1.836
C -0.007 -1.965 -0.247
O 1.931 0.560 0.230
O 0.215 -1.156 0.905
S 0.491 0.431 0.521
H -0.848 -1.636 -2.224
H -0.358 1.227 -1.631
H -0.120 2.967 2.689
H -0.272 3.097 0.989
H -0.739 -2.780 0.018
H 1.056 -2.445 -0.681
```